Density functional theory data (wB97M-V/def2-TZVPD) for a 2-piece molecular cluster, C4H13NO2 overall.

## Properties
- Frontier orbital gap: 10.0 eV
- LUMO: 0.021 hartree
- Energy above the lowest of the compared OMol25 structures with the same formula, charge and spin: 30.0 kcal/mol
- SMILES string: C[C@H](O)[C@@H](C)N.O
- E_tot: -365.39461 Eh
- E_HOMO: -9.44 eV

The geometry in XYZ format:
```
20
Properties=species:S:1:pos:R:3:forces:R:3:lowdin_charge:R:1
C -0.41156 1.56700 -0.77416 -2.38 -0.23 1.13 -0.04
C -0.14088 0.37092 0.16023 1.60 -1.14 -1.88 -0.38
O 1.26946 0.35709 0.42886 0.37 0.08 -0.09 -0.07
C -0.53015 -1.03263 -0.46763 -0.47 0.90 0.41 -0.38
C 0.51960 -1.70010 -1.37446 0.71 2.09 0.87 -0.05
N -0.96346 -1.85942 0.70434 -0.14 -0.37 -1.26 0.02
H -0.73911 2.39456 -0.13912 -0.05 0.01 0.00 0.06
H -1.32867 1.28227 -1.33973 0.75 0.53 -0.14 0.08
H 0.35280 2.01441 -1.38858 0.58 -0.77 -0.33 0.08
H -0.67073 0.34880 1.09298 -0.51 0.70 0.18 0.11
H 1.41968 0.35020 1.36720 0.02 -0.19 0.40 0.06
H -1.35977 -0.75411 -1.13592 -0.35 -0.60 0.66 0.12
H 1.36676 -0.98864 -1.34247 -0.10 -0.47 -0.42 0.07
H 0.15967 -1.74514 -2.39495 0.12 -0.65 -0.08 0.07
H 0.91930 -2.59632 -0.92028 -0.22 -0.54 -0.38 0.07
H -1.61757 -2.56045 0.35024 0.01 0.17 0.22 0.07
H -0.15451 -2.42190 0.95394 0.04 0.08 0.25 0.06
O 0.25617 2.45172 2.09777 0.29 -0.16 0.79 -0.05
H 0.92210 2.69685 1.45298 0.11 0.10 -0.27 0.04
H 0.73087 1.82488 2.66874 -0.37 0.45 -0.05 0.05
```
Forces are in eV/Å.

---

Density functional theory data (wB97M-V/def2-TZVPD) for a 2-piece molecular cluster, C24H21F3IO2S overall.

## Properties
- Frontier orbital gap: 4.7 eV
- LUMO: 0.071 hartree
- Energy above the lowest of the compared OMol25 structures with the same formula, charge and spin: 0.0 kcal/mol
- E_tot: -2073.12635 Eh
- Charge: -1
- E_HOMO: -2.80 eV

The geometry in XYZ format:
```
52
Properties=species:S:1:pos:R:3:forces:R:3:lowdin_charge:R:1
C 1.59023 0.25843 -1.12612 0.16 -0.36 -0.07 -0.04
C 2.40107 1.51314 -0.83062 -0.52 -0.55 -0.31 -0.60
C 2.57732 1.72753 0.65901 0.15 0.02 0.41 -0.03
C 3.76332 1.52182 -1.51014 0.11 0.26 -0.07 -0.19
C 4.41875 2.72974 -1.79343 0.64 -0.19 -0.37 -0.58
I 3.78713 4.64778 -1.19830 0.20 0.12 -0.08 0.99
C 5.64824 2.73316 -2.47014 -0.07 -0.62 0.19 -0.17
C 6.27575 1.52013 -2.77922 -0.39 0.02 0.04 -0.09
C 5.65368 0.30935 -2.45448 0.00 0.22 0.10 -0.08
C 4.40487 0.31649 -1.83353 0.13 0.31 -0.10 -0.02
O 1.71631 2.62896 -1.47004 -1.33 0.38 0.03 -0.59
S 0.16125 2.99668 -0.94926 0.79 0.05 0.38 1.09
C -0.78186 2.76074 -2.45862 -0.16 -0.59 -0.49 -0.81
F -2.10690 2.90929 -2.15313 1.37 -0.01 -0.36 0.07
F -0.44774 3.66678 -3.41567 -0.47 -0.75 0.44 0.07
F -0.59449 1.51808 -2.98040 -0.33 1.08 0.07 0.08
H 2.07804 -0.63892 -0.71937 -0.29 0.31 -0.07 0.07
H 0.59016 0.32506 -0.68110 0.30 -0.03 0.03 0.08
H 1.46381 0.14012 -2.21032 0.12 -0.04 0.26 0.10
H 3.21865 0.91695 1.03427 -0.23 0.22 0.02 0.11
H 3.07505 2.68368 0.86409 -0.13 -0.25 -0.01 0.05
H 1.62104 1.68723 1.19421 0.13 -0.02 -0.13 0.09
H 6.11208 3.68125 -2.73492 -0.04 -0.25 0.13 0.08
H 7.24501 1.52039 -3.27447 -0.21 0.03 0.07 0.10
H 6.13502 -0.64589 -2.68375 -0.15 0.38 0.07 0.10
H 3.91721 -0.62589 -1.58543 0.16 0.28 -0.15 0.11
C -5.80026 0.56600 4.50056 0.18 0.05 0.06 -0.15
C -4.39820 0.63926 4.55903 -0.62 -0.28 -0.34 -0.12
C -3.62783 -0.03744 3.62473 0.09 -0.22 -0.20 -0.05
C -4.22115 -0.80790 2.57684 -0.71 0.48 0.55 -0.24
C -3.47374 -1.51372 1.59600 1.73 -0.77 -0.80 -0.06
C -2.05103 -1.67859 1.60087 -1.64 0.36 0.35 -0.43
C -1.39192 -2.51248 0.50757 0.50 -0.18 -0.12 -0.13
C 0.01836 -2.50415 0.44116 0.00 -0.09 -0.35 -0.05
C 0.70117 -3.13698 -0.60334 -0.61 -0.20 -0.03 -0.12
C -0.02078 -3.83411 -1.58298 -0.03 0.04 0.03 -0.12
C -1.41466 -3.92108 -1.49169 0.05 0.23 0.48 -0.11
C -2.08552 -3.28407 -0.43743 0.26 0.11 -0.14 -0.05
O -1.29427 -1.15825 2.45534 0.58 -0.16 -0.15 -0.08
C -5.65324 -0.84716 2.53642 0.53 0.18 0.23 -0.08
C -6.41752 -0.18369 3.48555 0.25 0.19 0.16 -0.14
H -6.39673 1.09121 5.24366 0.00 -0.09 -0.13 0.07
H -3.90518 1.22559 5.33797 -0.17 -0.15 -0.17 0.09
H -2.54054 -0.01396 3.66758 -0.35 0.03 -0.02 0.08
H -4.02822 -1.97616 0.78225 -0.03 0.08 0.22 0.06
H 0.59162 -1.98581 1.21078 -0.41 0.03 -0.13 0.10
H 1.79301 -3.09411 -0.65931 -0.33 -0.04 0.05 0.09
H 0.49835 -4.32049 -2.41196 -0.11 0.13 0.23 0.09
H -1.99135 -4.48148 -2.23110 0.23 0.12 0.19 0.09
H -3.16573 -3.37492 -0.33613 0.25 0.02 -0.18 0.09
H -6.13845 -1.42078 1.74388 0.11 0.12 0.19 0.09
H -7.50919 -0.23681 3.44467 0.30 0.01 -0.01 0.08
```
Forces are in eV/Å.

---

Density functional theory data (wB97M-V/def2-TZVPD) for C41H42P2Pt as an isolated structure.

## Properties
- 2S+1: 5
- Frontier orbital gap (alpha / beta): 7.2 / 4.0 eV
- LUMO (alpha / beta): -0.153 / -0.322 hartree
- E_tot: -2388.73361 Eh
- <S²>: 6.041
- Charge: +2
- E_HOMO (alpha / beta): -11.37 / -12.79 eV

The geometry in XYZ format:
```
86
Properties=species:S:1:pos:R:3:forces:R:3:mulliken_spin:R:1
Pt 0.10006 -0.47435 -0.09178 -0.78 2.92 0.11 1.15
C 0.80941 1.94905 -0.46403 0.73 -1.14 -1.06 0.12
C 1.63221 0.94653 -1.01147 0.35 1.14 -0.53 0.11
C 3.04132 0.66921 -0.49614 0.08 -0.04 -0.09 -0.04
C 3.11712 -0.46729 0.53646 0.25 -0.01 -0.44 0.05
C 1.85944 -0.61326 1.36794 -0.20 0.03 0.57 0.05
C 1.14469 0.42281 1.98392 0.15 -0.91 0.17 0.29
C 1.54396 1.85320 1.98599 0.03 1.16 -0.04 0.03
C 0.99825 2.70266 0.80237 -0.50 0.30 0.95 0.04
C -0.90796 -2.06505 0.57630 -0.75 -1.84 0.42 0.17
H 0.03312 2.32711 -1.11700 0.00 0.04 -0.09 -0.02
H 1.51995 0.79493 -2.09497 -0.22 -0.09 0.51 -0.02
H 3.46934 1.57410 -0.05766 -0.15 0.05 -0.08 0.00
H 3.68927 0.43463 -1.35888 -0.29 0.03 0.37 0.00
H 3.28768 -1.42429 0.01522 -0.17 0.33 0.25 0.03
H 4.03102 -0.29675 1.13069 -0.45 -0.19 0.25 0.01
H 1.73103 -1.61703 1.77159 -0.22 0.16 -0.05 -0.02
H 0.37420 0.16817 2.71898 0.40 -0.28 -0.29 -0.03
H 2.63076 1.97515 2.00872 -0.05 -0.30 -0.02 0.01
H 1.19198 2.32841 2.91890 0.10 -0.26 -0.37 0.00
H 0.02095 3.15700 1.06931 0.46 -0.37 -0.05 0.01
H 1.65803 3.58627 0.70254 -0.14 -0.45 -0.47 0.00
H -1.97444 -1.93659 0.32430 0.40 -0.24 -0.07 0.00
H -0.85708 -2.05211 1.67558 0.08 -0.08 -0.20 -0.01
H -0.58047 -3.06117 0.22454 -0.08 0.51 0.11 0.03
P 5.84478 -6.56108 -3.46370 1.35 0.75 -0.54 0.27
P 5.52511 -7.91821 -0.49566 1.81 -0.90 1.21 0.27
C 7.15262 -6.43341 -2.21120 -0.09 -0.54 1.92 0.03
C 7.02886 -7.04306 -1.00070 0.67 0.81 -1.76 0.01
C 6.87364 -6.88807 -4.98960 -0.65 -0.93 -0.10 0.04
C 8.22416 -6.53439 -5.10609 0.33 0.05 -0.21 0.02
C 8.91770 -6.76047 -6.30887 -0.27 0.00 0.34 0.00
C 8.27623 -7.38176 -7.38440 -0.05 0.10 0.18 0.01
C 6.94983 -7.80938 -7.24642 -0.06 -0.08 -0.05 0.00
C 6.25511 -7.59034 -6.05306 0.38 0.38 0.12 0.02
C 5.41816 -4.79127 -3.61144 -0.69 -0.39 0.28 0.04
C 4.64928 -4.26289 -2.55005 0.28 0.02 -0.45 0.03
C 4.26806 -2.92869 -2.58786 0.06 -0.05 -0.13 -0.06
C 4.62324 -2.12816 -3.67983 -0.01 -0.13 0.00 0.03
C 5.34552 -2.67019 -4.74315 0.03 -0.06 -0.07 -0.01
C 5.73744 -4.01062 -4.72155 -0.18 0.21 -0.02 0.03
C 6.46999 -9.41988 0.15897 -0.71 -0.25 -0.68 0.06
C 7.07976 -10.26344 -0.79816 0.02 0.11 0.37 0.03
C 7.87303 -11.33326 -0.37789 -0.15 0.15 0.03 -0.02
C 8.03592 -11.59981 0.98858 -0.15 0.09 -0.10 0.04
C 7.38301 -10.80391 1.93274 -0.17 0.16 -0.21 -0.01
C 6.58691 -9.72677 1.52158 0.00 -0.08 0.11 0.02
C 5.10850 -7.11115 1.09948 -1.12 0.12 -0.56 0.03
C 3.80848 -7.36744 1.59361 0.66 0.20 0.06 0.02
C 3.42919 -6.83569 2.82124 -0.19 -0.13 -0.16 0.00
C 4.30843 -6.03240 3.54456 -0.06 0.08 0.15 0.01
C 5.56765 -5.74730 3.03331 0.38 0.00 -0.49 0.00
C 5.97344 -6.26811 1.79270 -0.20 0.16 0.44 0.01
H 8.00812 -5.78230 -2.46620 -0.37 -0.56 0.29 0.01
H 7.87212 -7.14015 -0.29618 -0.38 0.39 -0.36 0.01
H 8.77810 -6.09616 -4.26997 -0.30 -0.05 -0.45 0.00
H 9.96702 -6.45030 -6.37923 -0.49 -0.17 -0.02 0.00
H 8.81974 -7.54544 -8.32177 -0.28 0.04 0.42 0.00
H 6.45609 -8.32931 -8.07967 0.25 0.26 0.49 0.00
H 5.24033 -7.97281 -5.93410 0.21 0.20 -0.10 0.00
H 4.34922 -4.92639 -1.73508 0.06 0.31 -0.12 0.00
H 3.66487 -2.51282 -1.78722 0.08 -0.06 -0.09 0.04
H 4.30401 -1.08291 -3.70995 0.14 -0.36 -0.03 0.00
H 5.58902 -2.06301 -5.61538 -0.06 -0.10 0.29 0.00
H 6.26558 -4.44992 -5.56914 -0.10 0.19 0.27 0.00
H 6.92356 -10.06817 -1.86281 0.14 -0.11 0.30 0.00
H 8.34949 -11.97833 -1.11519 -0.12 0.19 0.17 0.00
H 8.64696 -12.44941 1.31348 -0.26 0.39 -0.16 0.00
H 7.46733 -11.02792 2.99694 0.02 0.08 -0.32 0.00
H 6.06044 -9.13240 2.27320 0.24 -0.19 -0.27 0.00
H 3.11990 -7.97501 1.00661 0.11 0.08 0.22 0.00
H 2.43222 -7.04327 3.20259 0.19 0.05 -0.02 0.00
H 3.99784 -5.60822 4.50582 0.15 -0.22 -0.40 0.00
H 6.25879 -5.10169 3.57412 -0.21 -0.17 -0.05 0.00
H 6.95060 -6.00536 1.38794 -0.25 -0.11 0.20 0.00
C -3.94062 2.37045 0.34557 -0.17 -0.13 -0.31 0.24
C -3.47781 1.97104 -0.90773 0.96 -0.80 -1.39 0.00
C -2.32831 1.15895 -1.03752 -2.24 1.49 -1.24 0.10
C -1.65969 0.75278 0.10357 2.91 -1.55 0.13 0.44
C -2.07371 1.14903 1.35911 -2.10 1.74 1.08 0.18
C -3.23261 1.95195 1.46343 1.69 -1.10 1.78 0.03
H -4.84816 2.97644 0.45056 0.47 -0.21 -0.08 0.00
H -4.02780 2.30792 -1.78320 0.22 -0.16 0.02 0.01
H -1.93183 0.86819 -2.01314 -0.37 0.15 0.15 0.00
H -1.47574 0.84435 2.20797 -0.46 0.18 0.19 0.01
H -3.57156 2.25251 2.45122 0.03 -0.04 -0.11 0.00
```
Forces are in eV/Å.

---

Density functional theory data (wB97M-V/def2-TZVPD) for an isolated molecule of C12H18Cl3O7P.

## Properties
- Frontier orbital gap: 10.0 eV
- LUMO: 0.015 hartree
- SMILES string: COP(=O)(CC(=O)OCC/C(C)=C/C(=O)OCC(Cl)(Cl)Cl)OC
- E_tot: -2716.70002 Eh
- E_HOMO: -9.56 eV

The geometry in XYZ format:
```
41
Properties=species:S:1:pos:R:3:forces:R:3:lowdin_charge:R:1
C 0.06339 3.59581 0.72665 1.05 0.40 -1.10 -0.11
O -1.18055 3.40619 0.04954 -0.69 -2.34 0.10 -0.21
P -2.02157 2.14800 0.67340 0.36 2.61 3.65 0.46
O -2.63834 2.54463 1.95065 -0.16 -0.02 0.10 -0.26
C -3.25945 1.69777 -0.45635 0.27 -1.33 -1.32 -0.10
C -2.40171 1.20372 -1.61228 -1.09 1.52 -2.50 -0.52
O -2.11739 2.03507 -2.46112 0.38 -1.53 0.53 0.10
O -2.05792 -0.10181 -1.65320 0.01 0.24 -0.24 0.01
C -1.24591 -0.49525 -2.79906 0.22 -0.60 -0.60 -0.15
C -0.72678 -1.93921 -2.64076 -1.53 -0.17 1.33 -0.13
C 0.19350 -2.11190 -1.44796 2.45 1.60 0.59 -0.22
C -0.01662 -3.35550 -0.61394 0.93 -0.19 0.50 -0.04
C 1.22316 -1.18155 -1.23606 -3.18 -0.21 -0.88 0.04
C 2.22158 -1.24798 -0.19535 1.23 -2.19 0.39 -0.47
O 2.79868 -2.31902 -0.10091 0.41 1.23 1.13 0.09
O 2.51113 -0.11155 0.53360 0.77 -0.84 -0.32 -0.04
C 3.75552 -0.11500 1.29610 -0.05 -0.77 -0.30 -0.27
C 3.45069 -0.22217 2.80596 -0.62 0.16 0.54 -1.52
Cl 2.31984 1.08132 3.28140 0.15 0.08 -0.24 0.58
Cl 4.91833 -0.05496 3.79129 0.14 0.06 -0.53 0.58
Cl 2.65550 -1.75113 3.33890 0.31 0.26 -0.76 0.57
O -1.02164 0.92477 0.93021 -0.15 0.14 -0.77 -0.24
C -1.61634 -0.10254 1.73405 0.89 -1.95 0.10 -0.10
H 0.43543 4.58653 0.40658 -0.01 -0.70 0.05 0.10
H 0.74592 2.76575 0.48658 0.02 0.51 -0.21 0.08
H -0.02427 3.59754 1.78220 -0.51 0.11 1.16 0.07
H -3.84477 2.60087 -0.68033 0.38 -0.43 -0.34 0.14
H -3.90522 0.91984 -0.04707 0.23 0.10 0.24 0.12
H -0.40243 0.18361 -2.90901 -0.19 0.17 0.11 0.11
H -1.81695 -0.47283 -3.74174 -0.14 0.37 0.55 0.14
H -1.63286 -2.65293 -2.53700 1.51 1.05 -0.28 0.15
H -0.13623 -2.21523 -3.50850 -0.26 0.01 -0.44 0.12
H 0.59869 -3.35491 0.30691 -0.45 0.23 -0.39 0.08
H 0.33825 -4.28098 -1.12352 -0.38 0.68 -0.11 0.10
H -1.07128 -3.48960 -0.35518 0.11 0.06 -0.11 0.08
H 1.37142 -0.28813 -1.85823 -0.60 -0.39 0.04 0.13
H 4.29496 0.80634 1.05580 -0.50 0.18 0.43 0.13
H 4.47094 -0.90873 0.99785 -0.89 -0.02 0.16 0.13
H -1.83336 0.20970 2.74421 -0.15 0.48 0.06 0.08
H -0.90501 -0.96123 1.80988 -0.10 0.92 -0.20 0.10
H -2.49035 -0.57333 1.27580 -0.17 0.51 -0.13 0.09
```
Forces are in eV/Å.

---

Number 1: strongest force on any atom 2.72 eV/A, M 107.2 u. Number 2: strongest force on any atom 2.05 eV/A, M 557.4 u. Number 3: strongest force on any atom 3.30 eV/A, M 791.8 u. Number 4: strongest force on any atom 4.50 eV/A, M 411.6 u.